1.
{"formula": "C3H30O12", "method": "ωB97M-V/def2-TZVPD", "species": ["O", "H", "H", "H", "C", "C", "C", "O", "H", "H", "H", "H", "H", "H", "H", "O", "H", "H", "O", "H", "H", "O", "H", "H", "O", "H", "H", "O", "H", "H", "O", "H", "H", "O", "H", "H", "O", "H", "H", "O", "H", "H", "O", "H", "H"], "coordinates": [[0.822867, 30.899496, -6.789323], [1.071930, 30.799280, -7.711022], [1.240141, 30.206030, -6.273003], [1.079884, 31.751627, -6.429588], [-1.369349, 29.978957, -10.124932], [0.070689, 29.471891, -9.904265], [0.503006, 28.683704, -11.193103], [0.905166, 30.545560, -9.401183], [-1.760802, 30.254051, -9.145558], [-1.964591, 29.261289, -10.689513], [-1.358197, 30.806375, -10.834401], [0.086874, 28.659053, -9.178228], [-0.183991, 27.854861, -11.363859], [1.533941, 28.334070, -11.138186], [0.651395, 29.392559, -12.007723], [4.046026, 28.650415, -10.340558], [3.600988, 29.456918, -10.080316], [3.842169, 28.553227, -11.270732], [-2.992406, 33.045949, -9.824018], [-2.527916, 32.258636, -9.540099], [-3.355436, 32.815188, -10.679116], [-1.808675, 27.546668, -13.515243], [-1.622414, 28.302794, -12.958633], [-0.947005, 27.231019, -13.787489], [2.841866, 31.360145, -11.925048], [2.393820, 30.624238, -11.507996], [2.560115, 32.126733, -11.425852], [3.383640, 28.105574, -12.865353], [2.683832, 28.531840, -13.360116], [3.638183, 27.357517, -13.405593], [0.222145, 33.047880, -11.142948], [0.486920, 32.313504, -10.589032], [-0.469167, 32.690893, -11.700512], [1.856245, 30.063622, -14.141707], [2.259940, 30.209682, -14.997239], [2.300358, 30.679192, -13.558552], [2.465926, 26.413243, -8.925550], [2.358441, 27.267580, -9.343628], [3.376758, 26.402891, -8.631411], [-3.903806, 28.709977, -7.273754], [-4.138502, 29.394864, -7.899923], [-4.407754, 28.920560, -6.487681], [3.149685, 32.428073, -9.033956], [2.338708, 31.960240, -9.233130], [2.965974, 32.889080, -8.215445]], "forces_ev_per_a": [[-0.64, -0.11, 1.47], [0.03, 0.03, -2.47], [0.28, -0.81, 0.67], [0.11, 0.90, 0.26], [0.57, 0.14, 0.26], [0.05, 0.71, -2.01], [1.64, 1.47, 0.86], [-0.98, -2.53, -0.62], [-0.59, 0.02, -0.31], [-0.06, -0.45, 0.75], [0.26, 0.37, 0.36], [0.04, 0.06, 1.13], [0.10, 0.25, -0.12], [-0.06, -0.64, 0.50], [-1.00, 0.01, -0.49], [-0.25, 0.01, 1.20], [0.29, 0.42, 0.13], [0.10, -0.31, -0.92], [0.09, 0.10, 0.18], [0.05, -0.10, 0.08], [-0.24, 0.05, -0.26], [-0.25, -0.06, 0.15], [0.01, 0.23, -0.07], [0.23, -0.13, -0.20], [0.11, -0.25, -0.13], [-0.02, -0.28, 0.19], [0.03, 0.60, -0.09], [0.10, -0.38, 0.12], [-0.39, 0.64, -0.51], [0.27, -0.29, 0.04], [0.31, 0.17, 0.14], [-0.07, -0.16, 0.17], [-0.22, 0.08, -0.30], [-0.46, -0.59, -0.19], [0.01, -0.01, -0.36], [0.32, 0.67, 0.42], [-0.67, -0.15, 0.34], [0.46, 0.15, -0.33], [0.32, 0.03, -0.07], [0.44, -0.04, -0.10], [-0.22, 0.13, -0.17], [-0.19, -0.02, 0.25], [0.00, -0.27, 0.16], [-0.11, -0.14, -0.25], [0.21, 0.52, 0.13]], "mulliken_charge": [-0.295, 0.373, 0.455, 0.457, -1.221, 0.656, -1.480, -0.303, 0.340, 0.307, 0.137, 0.461, 0.536, 0.079, 0.481, -0.607, 0.323, 0.361, -0.607, 0.359, 0.315, -0.623, 0.336, 0.321, -0.723, 0.203, 0.291, -0.617, 0.287, 0.296, -0.574, 0.191, 0.376, -0.650, 0.299, 0.446, -0.656, 0.346, 0.311, -0.627, 0.315, 0.321, -0.568, 0.309, 0.265], "s_squared": 0.755, "multiplicity": 2, "lumo_energy_ev": [-4.9, -8.0], "energy_ev": -28156.7610, "charge": 1, "relative_energy_kcal_mol": 41.0, "gap_ha": [0.3267, 0.2098]}

2.
{"formula": "C11H20O3", "method": "ωB97M-V/def2-TZVPD", "species": ["C", "C", "C", "C", "C", "C", "C", "C", "C", "C", "C", "O", "O", "O", "H", "H", "H", "H", "H", "H", "H", "H", "H", "H", "H", "H", "H", "H", "H", "H", "H", "H", "H", "H"], "coordinates": [[-2.577730, -3.901580, -1.016426], [-2.140790, -2.827957, -2.022347], [-2.106554, -1.410281, -1.423357], [-0.900402, -1.220231, -0.423206], [0.486545, -1.248979, -1.074045], [1.657708, -0.900131, -0.163804], [1.256790, -0.577056, 1.163373], [1.471264, 0.627069, 1.733907], [1.656828, 1.833584, 0.831374], [0.682737, 3.008411, 1.003703], [1.298324, 4.171878, 1.699199], [0.319583, 5.172039, 1.923573], [1.574895, 1.359151, -0.557757], [2.451213, 0.273503, -0.707030], [-2.417122, -4.970325, -1.362549], [-3.592556, -3.796635, -0.713659], [-2.000890, -3.746534, -0.059600], [-2.896424, -2.775500, -2.808043], [-1.172924, -3.107228, -2.459978], [-2.082470, -0.564417, -2.159573], [-3.068704, -1.216043, -0.735430], [-0.966506, -0.154557, 0.050197], [-0.949519, -1.943363, 0.325083], [0.607677, -0.429319, -1.911242], [0.669720, -2.215351, -1.508856], [2.578036, -1.545059, -0.208101], [1.010532, -1.455952, 1.833607], [1.645314, 0.716793, 2.767651], [2.681903, 2.281578, 0.949190], [0.459702, 3.373750, 0.004613], [-0.355224, 2.743328, 1.246512], [1.891159, 3.939298, 2.613151], [2.079036, 4.474635, 0.932744], [0.748848, 6.031482, 2.237125]], "forces_ev_per_a": [[1.76, -0.59, 0.74], [-0.75, 0.29, -0.11], [-0.42, 0.88, 2.35], [-0.22, 3.48, -1.57], [0.39, 1.41, -1.90], [2.07, 0.96, -2.64], [0.67, 0.06, 4.28], [-0.17, -0.52, -2.18], [1.19, -0.34, -0.36], [-1.28, -1.03, -1.32], [1.71, 0.80, -0.20], [0.87, 1.57, 0.57], [-0.64, 1.58, 0.76], [-1.18, -1.12, 0.66], [-0.11, 1.35, 0.29], [-1.00, 0.14, -0.02], [-0.36, -0.48, -0.88], [0.22, -0.30, -0.34], [-0.26, 0.22, -0.02], [-0.02, -1.00, 0.35], [1.79, -0.55, -1.68], [-0.24, -1.96, -0.56], [-0.16, -1.11, 1.47], [-0.68, -1.73, 1.31], [0.09, -0.41, -0.46], [-1.36, -0.43, 0.38], [0.37, 1.07, -0.76], [-0.58, 0.31, 1.27], [-0.56, -0.55, 0.01], [0.37, 0.06, -0.51], [0.46, -0.27, 1.07], [-0.66, -0.11, -0.24], [-0.58, 0.31, 0.94], [-0.75, -1.97, -0.69]], "mulliken_charge": [-1.086, -0.369, -0.666, -0.295, -0.557, 0.347, -0.522, -0.962, 0.664, -0.934, -0.583, -0.528, -0.308, -0.416, 0.305, 0.336, 0.243, 0.310, 0.281, 0.354, 0.273, 0.006, 0.342, 0.144, 0.345, 0.368, 0.381, 0.487, 0.254, 0.377, 0.470, 0.311, 0.307, 0.320], "lumo_energy_ev": 0.8, "energy_ev": -17868.7352, "relative_energy_kcal_mol": 109.8, "gap_ha": 0.3689, "smiles": "CCCCC[C@@H]1C=C[C@H](CCO)OO1"}

3.
{"formula": "C31H46N4P2SiZr", "method": "ωB97M-V/def2-TZVPD", "species": ["Zr", "C", "C", "C", "C", "C", "C", "C", "C", "C", "H", "H", "H", "H", "H", "H", "H", "H", "H", "H", "H", "H", "H", "H", "H", "P", "P", "N", "N", "N", "N", "C", "C", "C", "C", "C", "C", "C", "C", "C", "C", "C", "C", "C", "C", "C", "C", "C", "C", "H", "H", "H", "H", "H", "H", "H", "H", "H", "H", "H", "H", "H", "H", "H", "H", "H", "H", "H", "H", "C", "Si", "C", "C", "C", "H", "H", "H", "H", "H", "H", "H", "H", "H", "H", "H"], "coordinates": [[-0.171722, 1.181562, 0.793789], [-1.881807, 1.686913, -3.880644], [-1.866443, 0.355511, -3.680109], [-1.003658, -0.564713, -4.475063], [0.463575, -0.058427, -4.641149], [1.055373, 0.669245, -3.470863], [0.843647, 1.970753, -3.186501], [0.291651, 2.907307, -4.206630], [-1.022661, 2.408955, -4.872505], [1.065260, 2.660417, 1.958526], [-2.656319, 2.302019, -3.423669], [-2.635007, -0.116450, -3.065585], [-1.419442, -0.707830, -5.491866], [-1.013422, -1.559080, -4.007534], [1.107946, -0.917272, -4.895323], [0.517674, 0.568350, -5.540317], [1.897610, 0.178745, -2.981782], [1.343088, 2.435692, -2.344882], [1.048257, 3.109878, -4.987996], [0.093343, 3.887765, -3.759219], [-1.543469, 3.272184, -5.322511], [-0.779940, 1.790565, -5.748401], [0.375733, 3.267838, 2.562398], [1.796149, 3.317925, 1.481618], [1.651814, 2.050617, 2.665772], [1.467612, -0.654610, -0.254695], [-1.245618, -1.754164, 0.347796], [2.937711, 0.294844, -0.923713], [2.602754, -1.702761, 0.658288], [-2.008636, -0.104042, -0.306310], [-2.808306, -2.410880, 0.600097], [0.851310, -1.819284, -1.511815], [-0.575537, -2.367624, -1.197628], [2.949161, 1.689402, -0.814410], [4.105783, 2.199557, -1.401229], [4.849664, 1.080601, -1.898549], [4.093739, -0.065085, -1.621070], [3.442506, -1.126640, 1.627717], [4.258556, -2.116303, 2.149703], [3.932169, -3.341830, 1.488891], [2.923390, -3.057036, 0.571020], [-2.722574, 0.738748, 0.561602], [-2.456869, 2.068356, 0.241912], [-1.549483, 2.084246, -0.864116], [-1.237604, 0.729795, -1.135065], [-3.991013, -2.124215, -0.092295], [-5.035805, -2.798405, 0.513267], [-4.496715, -3.505318, 1.640596], [-3.142898, -3.232608, 1.697787], [1.608715, -2.612063, -1.619493], [0.815765, -1.319493, -2.485360], [-1.298696, -2.215767, -2.018140], [-0.463400, -3.450973, -1.018032], [2.142919, 2.222839, -0.321976], [4.354741, 3.254865, -1.458715], [5.813454, 1.144963, -2.386697], [4.314048, -1.085997, -1.861651], [3.374657, -0.070602, 1.865059], [5.004779, -1.981281, 2.923098], [4.371380, -4.314081, 1.666315], [2.384116, -3.690932, -0.116809], [-3.433293, 0.319415, 1.263118], [-2.926281, 2.965751, 0.639498], [-1.246817, 2.944531, -1.452863], [-0.591120, 0.320775, -1.889639], [-3.968390, -1.472035, -0.946509], [-6.074120, -2.785542, 0.217860], [-5.062151, -4.123815, 2.321207], [-2.366746, -3.540360, 2.381031], [-1.174115, 2.101117, 5.056543], [-0.682174, 0.326925, 4.690046], [0.994098, -0.029480, 5.453220], [-1.896693, -0.752685, 5.637554], [-0.685133, 0.062742, 2.764373], [-1.277323, 2.206779, 6.149471], [-2.145119, 2.343667, 4.599358], [-0.418590, 2.811154, 4.691513], [0.964958, 0.367608, 6.480913], [1.167135, -1.113713, 5.510566], [1.812746, 0.439449, 4.891018], [-2.896502, -0.792540, 5.189274], [-1.532508, -1.781311, 5.753282], [-2.009220, -0.327344, 6.645156], [-1.695251, -0.389881, 2.650144], [0.019581, -0.785939, 2.578972]], "forces_ev_per_a": [[1.94, 0.24, 6.74], [-0.86, -0.76, -0.70], [-0.94, 1.13, -1.23], [0.60, -0.25, -0.14], [0.44, -0.50, -0.84], [0.63, 0.88, 0.01], [1.00, -0.66, -1.02], [-1.06, 0.72, -0.24], [0.36, 0.42, -0.71], [-0.30, -0.23, -0.76], [0.15, -0.18, 0.30], [0.11, 0.23, 0.01], [0.08, 0.02, 0.49], [0.09, 0.10, -0.18], [-0.26, 0.17, 0.20], [0.08, -0.21, 0.33], [-0.56, 0.12, 0.29], [0.14, -0.16, -0.12], [-0.17, -0.24, 0.35], [0.03, -0.09, 0.06], [0.03, -0.28, 0.48], [-0.27, 0.11, 0.45], [0.11, -0.03, -0.01], [-0.20, 0.14, -0.03], [-0.21, -0.12, -0.02], [6.43, -1.08, -0.83], [-2.13, 0.28, -0.10], [-1.94, 0.28, 0.23], [-1.08, 1.25, 0.19], [1.43, 1.17, 0.57], [0.42, 0.11, 0.34], [-0.34, -0.20, -0.32], [-0.08, -0.48, -0.74], [0.99, 0.23, -0.47], [-1.08, -0.72, 0.58], [-1.56, -0.56, 0.58], [0.52, 0.75, -0.07], [0.21, -0.80, 0.45], [-0.78, 0.62, -0.51], [-1.11, 0.66, -0.90], [0.32, -0.40, 0.72], [0.29, -0.52, -0.45], [-0.12, 0.31, -0.87], [-0.77, -1.13, -0.64], [-2.09, 0.08, -0.73], [-0.85, -0.76, 0.20], [1.23, 0.45, -0.12], [1.11, 0.49, -0.21], [-0.82, -0.17, -0.28], [-0.41, 0.23, 0.11], [0.07, -0.01, 0.42], [0.47, -0.25, 0.13], [-0.35, 0.21, -0.06], [0.22, -0.07, 0.01], [0.06, -0.33, 0.06], [-0.19, -0.27, 0.03], [0.01, -0.27, 0.11], [0.09, -0.19, -0.10], [-0.14, 0.03, -0.19], [-0.04, 0.15, -0.14], [0.20, -0.13, 0.17], [0.25, 0.07, 0.07], [0.11, -0.38, 0.20], [0.17, -0.18, 0.22], [0.12, 0.18, -0.07], [-0.12, -0.09, -0.13], [0.12, 0.06, -0.08], [0.16, 0.05, 0.01], [-0.11, -0.08, 0.04], [0.00, -0.07, -0.08], [0.21, 0.75, 0.42], [-0.12, -0.04, -0.32], [-0.12, -0.24, -0.43], [-0.45, -0.16, -0.61], [0.05, 0.12, -0.40], [0.21, 0.03, 0.14], [-0.24, -0.08, 0.19], [0.16, -0.11, -0.33], [0.07, 0.29, -0.02], [-0.05, -0.09, 0.30], [0.10, 0.00, 0.09], [-0.10, 0.17, -0.04], [0.09, -0.06, -0.24], [0.45, -0.07, 0.01], [-0.11, 0.39, 0.15]], "mulliken_charge": [0.301, -0.325, -0.413, -0.558, -1.825, -0.266, -0.382, -1.284, -0.799, -1.158, 0.576, 0.614, 0.468, 0.261, 0.468, 0.585, 1.525, 0.561, 0.349, 0.358, 0.519, 0.306, 0.416, 0.603, 0.304, 0.361, 0.340, 1.104, 0.858, 0.793, 0.426, -0.136, -1.421, -0.714, -0.585, -0.899, -0.619, -0.648, -0.624, -0.772, -0.508, -0.146, -1.772, -0.405, -1.112, -0.259, -0.735, -0.615, -0.441, 1.221, -0.954, 0.421, 0.598, 0.319, 0.507, 0.484, 0.539, 0.476, 0.502, 0.463, 0.497, 0.603, 0.699, 0.996, 0.122, 0.492, 0.485, 0.467, 0.450, -0.989, -0.188, -0.993, -1.080, 0.101, 0.388, 0.306, 0.301, 0.357, 0.332, 0.283, 0.335, 0.341, 0.321, 0.013, 0.107], "lumo_energy_ev": -8.1, "energy_ev": -66569.8414, "charge": 2, "gap_ha": 0.2015}